Computed, not measured: a cluster of 8 separate species, C42H92F3NO20 in total, with wB97M-V/def2-TZVPD.

The geometry in XYZ format:
```
158
Properties=species:S:1:pos:R:3
C -11.9614 -23.2119 7.4686
C -13.3029 -22.8952 7.8819
N -14.4098 -22.6374 8.2047
H -11.3247 -23.4400 8.3234
H -11.4717 -22.4845 6.8212
H -11.9522 -24.1730 6.9545
C -15.9142 -20.9485 5.2455
O -15.4647 -21.8365 4.2396
C -15.5269 -23.2163 4.4774
C -14.6838 -23.9414 3.4283
O -15.1327 -25.2128 3.4251
C -14.4254 -26.2768 2.7884
C -14.6731 -26.3122 1.2457
O -14.4568 -25.0229 0.6956
C -14.7731 -25.0365 -0.7731
H -15.9750 -19.8972 4.9642
H -15.2814 -21.0324 6.1290
H -16.8847 -21.2683 5.6250
H -16.5844 -23.4745 4.4202
H -15.1804 -23.4390 5.4866
H -13.6556 -23.9300 3.7899
H -14.9379 -23.5656 2.4372
H -14.9362 -27.0908 3.3028
H -13.3750 -26.3002 3.0785
H -15.7039 -26.6203 1.0709
H -14.1408 -27.1508 0.7968
H -15.7883 -25.3994 -0.9331
H -14.1826 -25.7666 -1.3266
H -14.6044 -24.0470 -1.1981
C -6.4901 -21.6249 0.7412
O -7.8779 -21.8256 0.6418
C -8.6732 -21.4760 1.7831
C -8.2798 -22.2078 3.1102
O -9.3425 -22.3394 4.0677
C -9.6322 -21.0688 4.7025
C -8.7934 -20.8786 5.9015
O -9.0782 -21.7592 6.9489
C -8.2332 -21.7330 8.0835
H -5.9788 -22.5466 1.0187
H -6.2680 -20.7799 1.3929
H -6.2562 -21.4441 -0.3079
H -9.7537 -21.6127 1.7410
H -8.5835 -20.3969 1.9080
H -7.3446 -21.8088 3.5029
H -7.9874 -23.2349 2.8916
H -10.7039 -20.9332 4.8483
H -9.3640 -20.1851 4.1235
H -8.8228 -19.8417 6.2361
H -7.7612 -21.1046 5.6338
H -8.8264 -22.0892 8.9257
H -7.7372 -20.8242 8.4245
H -7.3876 -22.4026 7.9264
C -11.4474 -19.7950 9.3802
O -11.1370 -19.7330 10.8101
C -10.7218 -20.8911 11.6165
C -10.3220 -20.4946 13.0566
O -8.9238 -20.5296 12.9044
C -8.2014 -20.2176 14.1042
C -6.7901 -19.6341 13.8578
O -6.0268 -20.5807 13.1691
C -4.6432 -20.6877 13.5420
H -12.2402 -20.5017 9.1347
H -10.5695 -20.0984 8.8098
H -11.6760 -18.7832 9.0453
H -9.9202 -21.3132 11.0104
H -11.5005 -21.6520 11.6692
H -10.7170 -21.0948 13.8762
H -10.5592 -19.4481 13.2480
H -8.1172 -21.0715 14.7765
H -8.6491 -19.4405 14.7237
H -6.2493 -19.4382 14.7837
H -7.0022 -18.8204 13.1642
H -4.0746 -19.7949 13.2817
H -4.1619 -21.4625 12.9453
H -4.5188 -20.7963 14.6194
C -10.0342 -25.7367 4.4329
O -9.4538 -26.0865 5.6824
C -8.8584 -25.0302 6.3738
C -7.8368 -25.4854 7.3970
O -8.5181 -26.1241 8.4273
C -7.8520 -26.4391 9.5851
C -6.8755 -27.6368 9.4944
O -5.6805 -27.5323 8.5960
C -4.4313 -28.1909 9.0782
H -10.8444 -25.0094 4.4875
H -10.4840 -26.6737 4.1046
H -9.3179 -25.4529 3.6619
H -9.5105 -24.4144 6.9932
H -8.3681 -24.3039 5.7255
H -7.4501 -24.5619 7.8280
H -7.0750 -26.0930 6.9085
H -8.6291 -26.6112 10.3298
H -7.3325 -25.5968 10.0419
H -7.5705 -28.4489 9.2812
H -6.3589 -27.8442 10.4315
H -3.7321 -28.4516 8.2836
H -4.5879 -29.1794 9.5101
H -3.9903 -27.4835 9.7804
C -19.9787 -16.5501 6.4764
O -20.6943 -16.6775 7.6929
C -19.6937 -16.5121 8.6700
C -19.8882 -17.2838 9.9534
O -19.4747 -18.6576 9.8394
C -19.7350 -19.4772 10.9197
C -19.2609 -20.8609 10.6790
O -17.9301 -20.9114 10.5431
C -17.3855 -22.1516 10.1710
H -20.6520 -16.9600 5.7235
H -19.2247 -17.3167 6.2975
H -19.5884 -15.5592 6.2444
H -19.5871 -15.4342 8.7916
H -18.7194 -16.9266 8.4111
H -20.8996 -17.0912 10.3112
H -19.3102 -16.8588 10.7739
H -20.8066 -19.5367 11.1099
H -19.3388 -19.1930 11.8946
H -19.6443 -21.2218 9.7246
H -19.4663 -21.5401 11.5064
H -16.3210 -22.1228 10.4037
H -17.6573 -22.4514 9.1589
H -17.7799 -22.9174 10.8389
C -14.7310 -26.4713 7.3535
O -14.6212 -25.4807 8.3912
C -15.7357 -25.5680 9.3443
C -15.5657 -26.7052 10.3240
O -16.0197 -27.9116 9.8145
C -15.5439 -29.0605 10.4613
C -16.1827 -30.3613 10.0212
O -15.2432 -31.3518 10.5410
C -15.8761 -32.6399 10.3913
H -13.8399 -26.5730 6.7340
H -15.5962 -26.4222 6.6925
H -14.7161 -27.4944 7.7292
H -16.7071 -25.2932 8.9334
H -15.6963 -24.7444 10.0572
H -16.1062 -26.4924 11.2464
H -14.5197 -26.7713 10.6234
H -15.6684 -28.9852 11.5416
H -14.4680 -29.1685 10.3241
H -16.2578 -30.4117 8.9350
H -17.1855 -30.4685 10.4346
H -15.3372 -33.4128 10.9395
H -16.0351 -32.8269 9.3293
H -16.8087 -32.5042 10.9388
C -12.4703 -24.3627 11.0697
C -13.6335 -23.4962 11.6266
O -13.5935 -23.1687 13.0369
C -14.1942 -23.9715 14.0184
O -14.8771 -24.9697 13.7060
C -13.7521 -23.6020 15.4350
F -12.8382 -24.4517 15.8085
F -13.1463 -22.3871 15.4541
F -14.8347 -23.5358 16.2429
H -11.5125 -23.8564 11.1901
H -12.6191 -24.8660 10.1144
H -12.2899 -25.2649 11.6542
H -14.6236 -23.9126 11.4409
H -13.7098 -22.5533 11.0850
```

Results
- HOMO level (spin up / spin down): 0.13 / -4.77 eV
- Charge: -1
- Spin multiplicity: 2
- Orbital gap (spin up / spin down): 1.721 / 6.619 eV

Results of the Mulliken charge analysis, in e, for atoms 1 through 5: -0.2152 -0.2899 -0.3311 0.2464 0.1812

Computed, not measured: a cluster of 10 separate species, C42H93FN2O29S10 in total, with wB97M-V/def2-TZVPD.

The geometry in XYZ format:
```
177
Properties=species:S:1:pos:R:3
C 0.4296 -1.6483 2.6346
C 0.1002 -0.9189 1.5805
C -1.0550 -1.2158 0.6208
C -0.6318 -0.6322 -0.6870
N -0.2371 -0.3649 -1.7323
C -1.3755 -2.7137 0.5075
C -0.3647 -3.5434 -0.2890
O -0.4147 -3.4016 -1.6906
C -1.6123 -3.8607 -2.2731
C -1.4932 -3.6875 -3.8026
C -2.3295 -0.3744 1.0815
C -1.8312 1.0297 1.2210
N -1.4397 2.1019 1.3566
C -2.8547 -0.7721 2.4756
C -3.7735 -2.0211 2.5082
C -5.1879 -1.7169 3.0510
S -5.1300 -1.1800 4.7927
C -3.4921 -0.3964 0.0530
C -3.6268 0.8108 -0.8508
O -4.1544 1.8385 -0.5874
F -3.1298 0.6264 -2.0877
H 1.4086 -1.5019 3.0749
H -0.1868 -2.4260 3.0688
H 0.7065 -0.0550 1.3311
H -2.3956 -2.8611 0.1631
H -1.3554 -3.1077 1.5259
H 0.6567 -3.3681 0.0469
H -0.5719 -4.5994 -0.0515
H -2.4829 -3.2764 -1.9546
H -1.7626 -4.9185 -2.0208
H -0.4538 -3.4838 -4.0484
H -2.0973 -2.8323 -4.1100
H -1.8897 -4.5472 -4.3390
H -2.0540 -0.8745 3.2035
H -3.4601 0.0684 2.8271
H -3.9106 -2.4886 1.5334
H -3.3404 -2.7611 3.1838
H -5.7503 -2.6492 2.9911
H -5.7101 -0.9859 2.4341
H -3.9492 -1.7038 5.1818
H -4.4583 -0.4839 0.5508
H -3.4269 -1.2664 -0.6038
C -9.8839 -2.3318 -0.7551
C -10.0270 -0.8630 -1.1020
O -9.2281 -0.0187 -0.2483
S -7.6679 0.0780 -0.5493
C -7.3196 1.4799 0.4522
O -7.4820 0.4179 -1.9257
O -7.0109 -1.0655 0.0208
H -8.8838 -2.6970 -0.9866
H -10.6024 -2.9226 -1.3234
H -10.0540 -2.4931 0.3094
H -9.7792 -0.6738 -2.1475
H -11.0552 -0.5414 -0.9478
H -7.8522 2.3375 0.0510
H -6.2446 1.6476 0.4100
H -7.6301 1.2706 1.4733
C -0.4346 2.8493 -2.1051
C -0.5367 4.3483 -2.2887
O 0.2727 5.0754 -1.3420
S 1.8388 5.1682 -1.6150
C 2.1861 6.4417 -0.4494
O 2.0525 5.6679 -2.9404
O 2.4656 3.9576 -1.1837
H 0.5584 2.4838 -2.3650
H -1.1593 2.3401 -2.7398
H -0.6208 2.5782 -1.0659
H -0.2710 4.6437 -3.3053
H -1.5598 4.6767 -2.1081
H 1.6697 7.3475 -0.7549
H 3.2624 6.5983 -0.4541
H 1.8564 6.1143 0.5331
C 2.7847 -5.8307 6.8881
C 2.5370 -4.9732 8.1131
O 2.4514 -3.5805 7.7390
S 1.1402 -3.0895 6.9959
C 1.4159 -1.3583 7.1839
O -0.0152 -3.4646 7.7570
O 1.2563 -3.4227 5.6086
H 1.9190 -5.8264 6.2302
H 2.9930 -6.8646 7.1665
H 3.6255 -5.4420 6.3182
H 1.6350 -5.2885 8.6402
H 3.3617 -5.0367 8.8203
H 1.3839 -1.1079 8.2420
H 0.6222 -0.8428 6.6463
H 2.3826 -1.1096 6.7549
C 1.9599 -8.9591 1.6102
C 3.2616 -8.5432 2.2674
O 3.6895 -7.2340 1.8501
S 2.9693 -5.9730 2.5104
C 4.1152 -4.7488 1.9843
O 3.0157 -6.1073 3.9363
O 1.7181 -5.7507 1.8513
H 1.1279 -8.3501 1.9621
H 1.7405 -10.0024 1.8392
H 2.0206 -8.8374 0.5286
H 3.1885 -8.5812 3.3558
H 4.0618 -9.2194 1.9712
H 5.0796 -4.9434 2.4453
H 3.7275 -3.7850 2.3079
H 4.1895 -4.7793 0.8989
C 4.4460 -7.6577 -3.5032
C 5.7852 -7.2128 -2.9488
O 6.1520 -5.8937 -3.3996
S 5.4565 -4.6493 -2.6890
C 6.5439 -3.4068 -3.2987
O 5.6207 -4.7803 -1.2708
O 4.1557 -4.4536 -3.2452
H 3.6303 -7.0660 -3.0889
H 4.2679 -8.7048 -3.2567
H 4.4202 -7.5381 -4.5861
H 5.7970 -7.2488 -1.8580
H 6.5750 -7.8717 -3.3049
H 7.5409 -3.5893 -2.9074
H 6.1669 -2.4484 -2.9486
H 6.5362 -3.4398 -4.3848
C -0.0893 7.0506 -5.0033
C -1.5934 6.8760 -5.0706
O -2.3070 8.1102 -4.8316
S -2.3939 9.1623 -6.0192
C -3.6637 10.1692 -5.3303
O -2.8856 8.5045 -7.1905
O -1.1767 9.9171 -6.0670
H 0.2732 7.6562 -5.8342
H 0.4084 6.0831 -5.0472
H 0.2018 7.5519 -4.0810
H -1.9030 6.4491 -6.0260
H -1.9265 6.1957 -4.2891
H -4.5725 9.5795 -5.2506
H -3.8127 11.0085 -6.0059
H -3.3390 10.5233 -4.3556
C 2.3880 -2.1049 -3.8556
C 1.4932 -0.9511 -4.2626
O 1.9254 -0.3330 -5.4988
S 1.5753 -1.0700 -6.8621
C 1.9274 0.2813 -7.9361
O 0.1709 -1.3504 -6.8919
O 2.5278 -2.1118 -7.0965
H 2.2972 -2.9445 -4.5449
H 2.1138 -2.4525 -2.8595
H 3.4346 -1.7979 -3.8528
H 0.4531 -1.2648 -4.3458
H 1.5326 -0.1683 -3.5125
H 1.2321 1.0884 -7.7233
H 1.7975 -0.0737 -8.9560
H 2.9546 0.5968 -7.7751
C 1.8924 10.5632 -6.1935
C 2.5941 10.5345 -7.5346
O 4.0147 10.7834 -7.4274
S 4.9453 9.5889 -6.9382
C 6.4845 10.3052 -7.4091
O 4.6862 8.4388 -7.7502
O 4.8906 9.5010 -5.5122
H 2.1976 9.7213 -5.5711
H 0.8105 10.5097 -6.3326
H 2.1397 11.4770 -5.6509
H 2.4239 9.5891 -8.0522
H 2.2107 11.3285 -8.1730
H 6.5041 10.4153 -8.4897
H 7.2695 9.6273 -7.0817
H 6.5877 11.2675 -6.9151
C 0.2130 0.6596 14.3055
C -0.6299 -0.5598 13.9876
O -1.1943 -0.5041 12.6630
S -0.2425 -0.8600 11.4348
C -1.5032 -1.0411 10.2185
O 0.3682 -2.1309 11.6790
O 0.5521 0.2862 11.1116
H 1.1179 0.6834 13.6993
H 0.5059 0.6492 15.3556
H -0.3431 1.5743 14.1006
H -0.0594 -1.4819 14.1094
H -1.4811 -0.6119 14.6642
H -2.1340 -1.8824 10.4904
H -1.0115 -1.2321 9.2669
H -2.0770 -0.1191 10.1706
```

Results
- SMILES: C=C[C@@](C#N)(CCOCC)[C@](C#N)(CCCS)CC(=O)F.CCOS(C)(=O)=O.CCOS(C)(=O)=O.CCOS(C)(=O)=O.CCOS(C)(=O)=O.CCOS(C)(=O)=O.CCOS(C)(=O)=O.CCOS(C)(=O)=O.CCOS(C)(=O)=O.CCOS(C)(=O)=O
- HOMO level: -9.39 eV
- Orbital gap: 9.635 eV

Results of the Mulliken charge analysis, in e, for atoms 1 through 5: -1.4733 -0.3314 3.6653 -1.6928 -0.1576

Computed, not measured: a cluster of 6 separate species, C42H96BN6O2 in total, with wB97M-V/def2-TZVPD.

The geometry in XYZ format:
```
147
Properties=species:S:1:pos:R:3
C 4.9424 -2.8482 -2.6730
C 3.6154 -3.3242 -2.0540
C 2.4375 -2.3719 -2.2308
C 2.1420 -1.8736 -3.6503
C 2.4639 -2.8098 -4.8252
C 2.6996 -2.0290 -6.1387
C 4.1507 -1.9214 -6.5714
N 4.9575 -1.0336 -5.7485
C 6.2936 -1.2398 -5.5243
C 6.7650 -0.2324 -4.7043
C 5.6680 0.6104 -4.4095
C 4.5804 0.0973 -5.0847
C 2.7427 -1.0907 -1.3410
O 1.7227 -0.9595 -0.3943
B 1.1620 -2.3483 -0.2710
O 1.2882 -2.8973 -1.6325
H 4.9943 -1.7701 -2.7858
H 5.1147 -3.3414 -3.6259
H 5.7684 -3.1502 -2.0308
H 3.3560 -4.3199 -2.4200
H 3.7495 -3.4215 -0.9816
H 2.7181 -0.9669 -3.8015
H 1.0977 -1.5770 -3.6986
H 1.5867 -3.4298 -5.0067
H 3.2986 -3.4711 -4.6225
H 2.1584 -2.5244 -6.9417
H 2.2640 -1.0364 -6.0318
H 4.2150 -1.6101 -7.6155
H 4.6024 -2.9093 -6.5239
H 6.8257 -2.0684 -5.9511
H 7.7690 -0.1243 -4.3380
H 5.6588 1.4764 -3.7750
H 3.5639 0.4367 -5.1095
H 2.7364 -0.1495 -1.9111
H 3.7514 -1.1229 -0.9000
H 0.0075 -2.2967 0.1560
H 1.8698 -2.9461 0.5748
C 1.6111 1.2888 2.0979
C 0.5522 0.5162 2.8618
N 0.1475 1.1489 4.1111
C -0.6528 0.2859 4.9555
C -2.0272 -0.1620 4.4393
C -0.3059 2.5202 3.9960
C -1.4931 2.8131 3.0653
H 2.4932 1.4747 2.7155
H 1.9141 0.6993 1.2303
H 1.2384 2.2487 1.7303
H 0.9581 -0.4698 3.0981
H -0.3008 0.3391 2.1899
H -0.7800 0.7688 5.9315
H -0.0598 -0.6128 5.1544
H -2.7640 0.6395 4.5003
H -2.3991 -0.9832 5.0594
H -1.9881 -0.5270 3.4133
H 0.5403 3.1271 3.6637
H -0.5372 2.8903 5.0000
H -1.4026 2.2915 2.1115
H -1.5347 3.8840 2.8487
H -2.4475 2.5407 3.5145
C -1.2049 -4.2487 -3.0737
C -2.2793 -5.3192 -2.9589
N -2.7353 -5.5134 -1.5952
C -3.5636 -6.6886 -1.4247
C -4.9237 -6.7320 -2.1378
C -3.1735 -4.3128 -0.9052
C -4.3212 -3.5021 -1.5259
H -0.3613 -4.4494 -2.4161
H -0.8301 -4.2139 -4.0996
H -1.5856 -3.2557 -2.8335
H -1.8665 -6.2699 -3.3110
H -3.1049 -5.0698 -3.6493
H -3.7207 -6.8476 -0.3537
H -2.9776 -7.5500 -1.7636
H -5.6597 -6.0930 -1.6514
H -5.3178 -7.7516 -2.1116
H -4.8459 -6.4417 -3.1858
H -2.3092 -3.6538 -0.7978
H -3.4397 -4.5868 0.1192
H -4.1966 -3.3742 -2.6024
H -4.3432 -2.5048 -1.0806
H -5.2964 -3.9553 -1.3449
C 1.8047 7.5157 -3.1936
C 2.0870 6.0741 -2.7967
N 3.0281 5.4111 -3.6776
C 3.0884 3.9712 -3.4759
C 3.5997 3.4523 -2.1273
C 4.3032 6.0802 -3.8526
C 5.1540 6.3545 -2.6039
H 1.4687 7.5746 -4.2300
H 1.0173 7.9238 -2.5582
H 2.6811 8.1548 -3.0770
H 1.1464 5.5189 -2.8376
H 2.4078 6.0552 -1.7427
H 3.6890 3.5322 -4.2778
H 2.0778 3.5787 -3.6273
H 4.6813 3.5494 -2.0368
H 3.3674 2.3891 -2.0345
H 3.1283 3.9569 -1.2836
H 4.1187 7.0355 -4.3522
H 4.8932 5.5029 -4.5688
H 4.5580 6.7487 -1.7797
H 5.9183 7.0994 -2.8383
H 5.6719 5.4630 -2.2551
C -3.4057 4.3763 -0.7476
C -2.4218 3.2254 -0.9019
N -3.0626 1.9291 -0.9797
C -2.1279 0.8174 -0.8440
C -1.0578 0.6273 -1.9204
C -4.0688 1.7873 -2.0131
C -3.6503 2.0392 -3.4694
H -4.0573 4.2167 0.1132
H -2.8596 5.3083 -0.5912
H -4.0286 4.5083 -1.6336
H -1.7661 3.2189 -0.0272
H -1.7724 3.4301 -1.7693
H -2.7029 -0.1073 -0.7472
H -1.6185 0.9406 0.1173
H -1.4677 0.2085 -2.8407
H -0.3038 -0.0775 -1.5555
H -0.5370 1.5571 -2.1587
H -4.8964 2.4635 -1.7776
H -4.4981 0.7854 -1.9324
H -3.0363 2.9354 -3.5705
H -4.5407 2.1827 -4.0871
H -3.0999 1.1991 -3.8887
C -3.6092 1.2151 7.9872
C -3.3147 0.5071 9.3010
N -3.8173 -0.8523 9.3489
C -3.7930 -1.4272 10.6811
C -2.4319 -1.6442 11.3560
C -3.3746 -1.7258 8.2741
C -1.8655 -1.9375 8.0940
H -4.6773 1.1971 7.7657
H -3.2962 2.2579 8.0552
H -3.0740 0.7687 7.1481
H -3.7988 1.0689 10.1051
H -2.2316 0.5628 9.4963
H -4.3321 -2.3783 10.6550
H -4.3895 -0.7732 11.3261
H -1.8989 -2.4959 10.9366
H -2.5818 -1.8527 12.4181
H -1.7933 -0.7635 11.2866
H -3.7772 -1.3380 7.3349
H -3.8617 -2.6959 8.4008
H -1.3057 -1.0036 8.1616
H -1.6701 -2.3588 7.1060
H -1.4589 -2.6373 8.8227
```

Results
- HOMO level: -4.20 eV
- Charge: -1
- Orbital gap: 6.570 eV

Results of the Mulliken charge analysis, in e, for atoms 1 through 5: -0.9522 -1.7798 2.1452 -0.3437 -0.1979

E_tot / hartree: -3514.02673, -8029.17029, -2161.74838